Arrangement A

Computed, not measured: a 2-piece molecular cluster, CH3FIN overall, with the ωB97M-V functional and the def2-TZVPD basis.

- E_LUMO (alpha / beta) (Ha) = -0.0377 / -0.0377
- HOMO (alpha / beta) (eV) = -9.4 / -9.4

ORCA input file:
```
! RIJCOSX wB97M-V def2-TZVPD def2/J DEFGRID3
* xyz 0 1
C 0.29 0.09 -0.45
N -0.70 0.64 0.32
F -0.25 -2.17 0.03
I 2.22 0.57 -0.03
H 0.24 -0.35 -1.38
H -0.33 1.12 1.10
H -1.47 0.10 0.41
*
```

Atom charges from the Löwdin analysis, given in e for atoms 1 to 4:
1. C -0.6097
2. N 0.0873
3. F -0.5949
4. I 0.9746

***

Arrangement B

Computed, not measured: a 2-piece molecular cluster, CH3FIN overall, with the ωB97M-V functional and the def2-TZVPD basis.

- E_LUMO (Ha) = 0.0257
- SMILES = C=NF.I
- HOMO (eV) = -10.1

ORCA input file:
```
! RIJCOSX wB97M-V def2-TZVPD def2/J DEFGRID3
* xyz 0 1
C 1.66 -0.68 0.21
N 1.58 0.52 0.67
F 1.21 1.37 -0.29
I -2.94 0.27 0.12
H 1.49 -0.89 -0.89
H -3.09 1.34 -1.02
H 1.81 -1.32 0.97
*
```

Atom charges from the Löwdin analysis, given in e for atoms 1 to 4:
1. C -0.0028
2. N -0.0358
3. F -0.0998
4. I 0.3835

***

Most stable to least stable, the ends of the list are arrangement A and arrangement B.

***

Arrangement A

Computed, not measured: one molecule with the formula C3H4Cl2O, with the ωB97M-V functional and the def2-TZVPD basis.

- E_LUMO (Ha) = 0.0021
- HOMO (eV) = -9.5

ORCA input file:
```
! RIJCOSX wB97M-V def2-TZVPD def2/J DEFGRID3
* xyz 0 1
C 0.13 -0.11 -0.62
C 1.20 0.33 0.41
C -0.83 -0.91 1.33
O -0.60 -1.07 0.03
Cl 1.20 2.03 0.70
Cl -1.44 -2.42 1.88
H -0.37 0.67 -1.25
H 0.63 -0.63 -1.44
H 2.18 -0.15 0.18
H 0.80 -0.03 1.20
*
```

Atom charges from the Löwdin analysis, given in e for atoms 1 to 4:
1. C -0.2674
2. C -0.6164
3. C -0.4670
4. O -0.2025

***

Arrangement B

Computed, not measured: one molecule with the formula C3H4Cl2O, with the ωB97M-V functional and the def2-TZVPD basis.

- E_LUMO (Ha) = 0.0251
- SMILES = O[C@@H]1CC1(Cl)Cl
- HOMO (eV) = -9.7

ORCA input file:
```
! RIJCOSX wB97M-V def2-TZVPD def2/J DEFGRID3
* xyz 0 1
C -0.39 -0.42 -0.38
C 0.11 -0.39 1.02
C 0.72 0.50 0.05
H -1.55 0.17 -1.75
H -0.04 -1.29 -0.97
H -0.56 0.06 1.79
H 0.65 -1.20 1.51
O -1.55 0.14 -0.78
Cl 2.38 0.28 -0.48
Cl 0.23 2.15 -0.02
*
```

Atom charges from the Löwdin analysis, given in e for atoms 1 to 4:
1. C -0.4378
2. C -0.1300
3. C -1.2262
4. H 0.1142

***

Most stable to least stable, the ends of the list are arrangement B and arrangement A.